Entry 1:
{
  "formula": "C36H28MoN6O9S",
  "method": "ωB97M-V with the def2-TZVPD basis set",
  "orbital_gap_ha": 0.2500,
  "charge": -2,
  "elements": ["Mo", "O", "C", "C", "O", "O", "C", "C", "C", "C", "C", "C", "C", "C", "C", "C", "C", "C", "H", "H", "H", "H", "H", "H", "H", "H", "H", "H", "H", "O", "C", "O", "C", "C", "N", "N", "C", "C", "O", "O", "H", "H", "H", "N", "C", "C", "C", "C", "C", "C", "S", "O", "O", "N", "C", "N", "C", "C", "C", "N", "H", "H", "H", "H", "H", "H", "H", "H", "H", "C", "C", "C", "C", "C", "C", "C", "H", "H", "H", "H", "H"],
  "xyz": [[0.142036, 0.259794, -0.628942], [2.627220, -1.460359, 1.845579], [2.735382, -2.404025, 0.816533], [2.209293, -1.858718, -0.547268], [2.003283, -2.640189, -1.452016], [2.027004, -0.571000, -0.573279], [1.894839, -3.623264, 1.214013], [0.919663, -3.493941, 2.195367], [0.141270, -4.584087, 2.563054], [0.324342, -5.813513, 1.950669], [1.288193, -5.944190, 0.958636], [2.065777, -4.856560, 0.591699], [4.210816, -2.821687, 0.685688], [4.977338, -2.831211, 1.849224], [6.304033, -3.229264, 1.822960], [6.893746, -3.621403, 0.627294], [6.139059, -3.608647, -0.534946], [4.805864, -3.214218, -0.508707], [2.424004, -0.584541, 1.480479], [0.773991, -2.528192, 2.659429], [-0.629410, -4.459015, 3.314061], [-0.292557, -6.660167, 2.228455], [1.431412, -6.896374, 0.460684], [2.806836, -4.962004, -0.189636], [4.516313, -2.502770, 2.771236], [6.882889, -3.227168, 2.739275], [7.932527, -3.928896, 0.603038], [6.587492, -3.903154, -1.476514], [4.218756, -3.209400, -1.416971], [-2.511835, 1.830378, -5.695742], [-3.170993, 2.373437, -4.674524], [-4.183206, 3.019724, -4.858761], [-2.612855, 2.152778, -3.325653], [-3.128628, 2.662780, -2.131794], [-2.390581, 2.285817, -1.086080], [-1.387419, 1.526468, -1.572448], [-1.500699, 1.430123, -2.899417], [-0.458334, 0.620668, -3.584917], [-0.471487, 0.506347, -4.822527], [0.398248, 0.105554, -2.800591], [-1.692606, 1.323972, -5.386527], [-3.990350, 3.298980, -2.001857], [-2.272782, 3.767587, -0.081496], [-6.485394, 1.755530, 4.664006], [-5.401896, 2.393143, 4.022967], [-4.865042, 1.854158, 2.852812], [-3.820242, 2.484349, 2.203597], [-3.315790, 3.674949, 2.714609], [-3.842186, 4.222088, 3.868168], [-4.890221, 3.585485, 4.522619], [-1.887742, 4.433314, 1.933314], [-2.501068, 4.575259, 0.450863], [-1.847275, 5.795188, 2.496600], [0.240070, 1.199373, 0.942170], [0.145793, 1.199391, 2.272214], [1.300596, 0.982567, 2.963393], [1.238264, 1.059387, 4.274581], [0.077172, 1.358490, 4.974235], [-1.053839, 1.526009, 4.190765], [-1.056052, 1.427947, 2.872791], [-6.510596, 0.762114, 4.486057], [-6.507329, 1.929140, 5.658050], [-5.263671, 0.925839, 2.458100], [-3.385582, 2.049078, 1.310955], [-3.426602, 5.149997, 4.240966], [-5.312301, 4.014212, 5.425657], [2.168954, 0.867201, 4.805232], [0.054454, 1.441283, 6.051272], [-2.020456, 1.739373, 4.646676], [-0.753899, -1.144429, -0.238921], [-1.537409, -2.307231, 0.108442], [-1.299713, -3.527849, -0.530488], [-2.056808, -4.642866, -0.210366], [-3.060440, -4.561071, 0.747123], [-3.296080, -3.353252, 1.392919], [-2.538328, -2.234420, 1.081990], [-0.503530, -3.580434, -1.263692], [-1.853133, -5.586453, -0.702427], [-3.650550, -5.435706, 0.994914], [-4.072684, -3.284372, 2.146184], [-2.703103, -1.288129, 1.583782]],
  "atomic_forces_ev_per_a": [[-0.02, 0.58, 0.19], [0.08, 0.13, 0.09], [0.11, -0.09, -0.06], [-0.38, 0.11, 0.09], [0.17, -0.03, -0.07], [0.27, -0.25, 0.10], [0.00, -0.01, -0.10], [0.01, -0.01, 0.02], [-0.01, 0.01, -0.01], [0.03, 0.00, -0.01], [0.00, 0.00, 0.01], [0.01, -0.01, 0.02], [0.00, 0.01, 0.01], [0.02, 0.01, 0.00], [0.00, 0.01, 0.00], [-0.02, 0.00, 0.00], [0.00, 0.00, -0.02], [-0.04, 0.01, 0.05], [-0.09, 0.03, -0.08], [-0.01, 0.00, 0.00], [0.00, 0.00, 0.00], [0.00, 0.00, 0.00], [0.00, 0.00, 0.00], [-0.02, -0.01, 0.01], [0.02, -0.02, 0.00], [0.00, 0.00, 0.00], [0.00, 0.00, 0.00], [0.00, 0.00, 0.00], [0.00, 0.00, -0.03], [-0.04, 0.08, 0.05], [0.03, -0.03, -0.05], [0.01, -0.01, 0.01], [-0.12, 0.01, -0.11], [0.01, 0.01, 0.07], [0.04, 0.12, -0.08], [0.02, -0.24, 0.09], [0.13, -0.07, 0.02], [-0.05, 0.01, -0.08], [0.05, 0.03, 0.06], [0.06, 0.09, 0.16], [-0.04, -0.06, -0.01], [0.01, 0.02, 0.01], [0.00, -0.32, -0.03], [0.05, -0.01, 0.02], [-0.05, -0.02, 0.02], [0.01, -0.01, -0.01], [-0.02, -0.01, 0.02], [-0.01, -0.03, -0.02], [-0.02, 0.00, 0.01], [0.02, 0.02, 0.00], [0.05, 0.07, 0.10], [-0.07, 0.24, 0.03], [-0.01, 0.00, -0.02], [0.18, -0.18, -0.26], [-0.22, -0.02, -0.02], [-0.01, 0.04, -0.12], [0.07, -0.05, 0.08], [-0.03, 0.02, 0.04], [-0.12, -0.08, -0.08], [0.28, 0.02, -0.08], [-0.01, 0.01, -0.01], [-0.01, 0.00, -0.01], [0.00, 0.00, 0.00], [-0.01, 0.01, 0.00], [0.00, 0.00, 0.00], [0.00, 0.00, 0.00], [0.00, 0.01, 0.00], [-0.01, 0.00, 0.00], [-0.01, 0.01, -0.01], [-0.41, -0.22, -0.11], [0.09, 0.04, 0.14], [0.04, -0.05, -0.05], [0.01, 0.01, 0.01], [0.00, 0.02, 0.00], [0.01, 0.01, -0.01], [-0.04, 0.02, 0.03], [-0.01, 0.00, 0.00], [0.00, 0.00, -0.01], [0.00, 0.00, 0.00], [0.00, 0.00, 0.00], [-0.01, 0.00, 0.01]]
}



Entry 2:
{
  "formula": "C36H28N5O9S3Y",
  "method": "ωB97M-V with the def2-TZVPD basis set",
  "orbital_gap_ha": 0.2622,
  "charge": -2,
  "elements": ["Y", "C", "O", "C", "C", "C", "C", "C", "C", "N", "N", "C", "O", "C", "C", "C", "C", "C", "C", "C", "O", "H", "H", "H", "H", "H", "H", "H", "H", "H", "H", "H", "H", "C", "C", "C", "C", "N", "C", "C", "C", "C", "C", "C", "C", "H", "H", "H", "H", "H", "H", "H", "H", "O", "S", "O", "O", "C", "C", "C", "C", "C", "C", "S", "O", "O", "O", "H", "H", "H", "H", "S", "C", "N", "C", "C", "C", "N", "H", "H", "H", "H"],
  "xyz": [[0.258525, -1.034894, 0.015394], [5.038836, 0.837403, 0.622900], [4.693463, 0.850137, 1.966813], [3.524591, 1.544191, 2.317935], [3.711454, 2.682084, 3.012322], [2.561324, 3.375929, 3.544635], [1.341251, 2.831228, 3.318605], [1.143221, 1.600651, 2.623207], [-0.213563, 1.076020, 2.665105], [-0.710414, 0.126650, 1.977137], [-2.001830, -0.277078, 2.277966], [-2.350071, -1.295280, 1.572009], [-1.594511, -1.955540, 0.744998], [-3.802357, -1.696422, 1.786444], [-4.278717, -2.156529, 3.017478], [-5.495006, -2.615640, 3.282863], [-6.386356, -2.706273, 2.196881], [-5.982709, -2.254325, 0.938999], [-4.675020, -1.839545, 0.719528], [2.252923, 0.965173, 2.013953], [2.180862, -0.101471, 1.279686], [5.838548, 0.106581, 0.577170], [5.415100, 1.795477, 0.250004], [4.158679, 0.575751, 0.003858], [4.723631, 3.018488, 3.168421], [2.554184, 4.302804, 4.072300], [0.439055, 3.295300, 3.682644], [-0.834367, 1.559434, 3.444827], [-3.545450, -1.997221, 3.874646], [-5.814343, -2.948378, 4.276186], [-7.356713, -3.131119, 2.271943], [-6.757950, -2.171425, 0.141262], [-4.378982, -1.525945, -0.317013], [3.269640, -3.236017, 3.013023], [3.679330, -4.394043, 2.325164], [3.001781, -4.805713, 1.178829], [2.052121, -3.944841, 0.619525], [1.625745, -2.827504, 1.304122], [2.214070, -2.510360, 2.454602], [1.528492, -4.204108, -0.751540], [1.824041, -5.446717, -1.426199], [1.344516, -5.558552, -2.727715], [0.542257, -4.505961, -3.274453], [0.305230, -3.343804, -2.554665], [0.782676, -3.140215, -1.252208], [3.784259, -2.853263, 3.893831], [4.621184, -4.848942, 2.644390], [3.412942, -5.724051, 0.673449], [1.862444, -1.632233, 2.925149], [2.388394, -6.239023, -0.931943], [1.479325, -6.431856, -3.366829], [0.182101, -4.665197, -4.271512], [-0.406598, -2.629999, -3.067760], [-2.849388, 1.512825, -1.862061], [-2.124857, 0.477834, -2.560679], [-2.874318, -0.278493, -3.554760], [-1.396353, -0.407232, -1.622810], [-0.872663, 1.394668, -3.500140], [-1.404776, 1.970295, -4.683617], [-0.689907, 2.820321, -5.461669], [0.547185, 3.324741, -5.026375], [1.090731, 2.819451, -3.861828], [0.448094, 1.817687, -3.146312], [1.267110, 1.176974, -1.783133], [1.479394, -0.276403, -1.957472], [2.511257, 1.944579, -1.846772], [0.479311, 1.322542, -0.541602], [-2.384870, 1.632934, -4.944266], [-0.995520, 3.167497, -6.472595], [1.076858, 4.037382, -5.615801], [2.069786, 3.172194, -3.534833], [-3.338574, 5.198649, -2.811796], [-2.342567, 5.117903, -1.400667], [-2.339168, 3.842935, -0.816498], [-1.721054, 3.527041, 0.371792], [-0.994439, 4.538921, 0.875709], [-0.863454, 5.698825, 0.189458], [-1.541172, 6.029654, -0.943001], [-2.905751, 3.133189, -1.327691], [-1.788291, 2.457108, 0.693499], [-0.483564, 4.455803, 1.845392], [-0.210248, 6.476389, 0.552161]],
  "atomic_forces_ev_per_a": [[1.20, 0.17, -0.51], [-0.63, -0.23, -1.14], [-0.85, 0.50, 1.37], [1.32, -0.98, -0.65], [-1.42, 1.40, 1.10], [0.84, -0.56, -0.78], [-0.54, -1.39, -0.37], [-0.02, 0.69, 0.06], [0.02, 0.53, 0.63], [0.58, -0.61, -0.32], [-0.04, 1.24, 0.75], [-0.20, -0.94, -0.62], [-1.50, 0.23, 0.96], [0.06, -1.48, -0.73], [4.54, 2.15, 1.99], [-3.05, -1.35, -0.51], [0.84, 0.50, -0.41], [-1.00, -0.16, 0.04], [0.24, 1.10, -1.48], [-0.49, -1.01, -0.77], [-0.51, 0.74, 0.33], [0.05, -0.23, -0.49], [0.04, 0.23, 0.22], [0.61, -0.14, 0.10], [0.11, 0.13, 0.08], [0.67, 0.53, 0.28], [-0.11, 0.27, 0.30], [-0.06, -0.29, -0.38], [-0.96, -0.41, -1.06], [0.29, 0.16, -0.34], [-0.80, -0.13, 0.38], [0.92, -0.38, 0.50], [-0.13, -0.33, 1.15], [-0.15, -0.38, -0.75], [0.03, 0.98, 0.50], [1.50, -0.35, 0.31], [-0.29, -0.24, 0.45], [0.59, -1.07, -0.76], [0.53, -1.30, -0.08], [0.28, -0.50, 0.68], [-0.62, 1.45, -0.22], [-0.74, 0.67, -0.04], [1.37, -0.82, 1.05], [-1.39, 0.05, -1.32], [-0.32, 0.02, -0.60], [-0.12, -0.19, -0.24], [-0.50, -0.36, -0.03], [-0.79, 1.27, 0.36], [-0.33, 0.74, 0.41], [-0.19, 0.18, -0.31], [0.20, -0.02, 0.39], [-0.34, 0.18, -0.41], [1.01, -0.42, 0.81], [-0.60, -0.02, 0.07], [1.25, -1.79, -0.04], [0.30, 0.71, 0.58], [-0.41, 0.39, -0.52], [0.63, 1.69, -0.94], [-0.07, -1.51, 1.29], [1.33, 1.64, -1.40], [-1.02, -1.18, 0.28], [0.56, 0.34, -0.46], [-2.91, -0.39, -0.51], [2.96, -0.21, 1.30], [-0.24, 0.36, -0.25], [-0.67, -0.65, 0.88], [-0.15, 0.71, -0.46], [-0.45, -0.02, -0.35], [-0.35, -0.35, 0.96], [0.30, 0.43, -0.26], [-0.44, -0.29, 0.04], [0.53, 0.52, 0.89], [-1.78, -2.79, -2.13], [-0.15, -0.20, 1.40], [-1.56, -1.12, -3.18], [1.45, -0.34, 3.08], [-1.08, 1.92, -2.13], [2.04, 0.99, 2.24], [0.71, 0.24, 0.40], [0.01, 1.22, -0.13], [-0.11, -0.22, -0.66], [0.19, 0.09, 0.12]]
}



Entry 3:
{
  "formula": "C36H28N7OP2S5Ti",
  "method": "ωB97M-V with the def2-TZVPD basis set",
  "orbital_gap_ha": [0.2006, 0.2124],
  "charge": -2,
  "spin_multiplicity": 2,
  "elements": ["Ti", "S", "P", "C", "P", "S", "C", "C", "C", "C", "C", "C", "C", "C", "C", "C", "C", "C", "C", "C", "C", "C", "C", "C", "C", "C", "C", "C", "C", "C", "H", "H", "H", "H", "H", "H", "H", "H", "H", "H", "H", "H", "H", "H", "H", "H", "H", "H", "H", "H", "O", "N", "C", "C", "C", "C", "C", "S", "H", "H", "H", "H", "S", "C", "S", "C", "C", "N", "C", "N", "N", "C", "N", "N", "C", "N", "H", "H", "H", "H"],
  "xyz": [[0.422000, 0.569800, 0.110000], [-3.008900, 1.245600, -1.105500], [-1.522500, 0.842300, -2.317200], [-0.319100, -0.177700, -1.639500], [0.684700, -1.324700, -2.474300], [0.397400, -3.186800, -1.943900], [0.647600, -1.339200, -4.317000], [1.512900, -0.594100, -5.111700], [1.444800, -0.687600, -6.488900], [0.530900, -1.534800, -7.092300], [-0.315700, -2.298400, -6.304600], [-0.254700, -2.202000, -4.928400], [2.427200, -0.781900, -2.262200], [3.449200, -1.714500, -2.149000], [4.760400, -1.287800, -2.041600], [5.052900, 0.066600, -2.057300], [4.036400, 1.000200, -2.185100], [2.721400, 0.579300, -2.282500], [-2.289600, 0.056700, -3.785100], [-2.917400, -1.147700, -3.486900], [-3.649900, -1.814700, -4.447200], [-3.747100, -1.290800, -5.727400], [-3.110100, -0.101100, -6.032600], [-2.399200, 0.584300, -5.063000], [-0.894800, 2.410300, -3.063700], [-1.268400, 3.656500, -2.576400], [-0.683500, 4.801400, -3.086800], [0.253500, 4.715600, -4.104300], [0.605800, 3.475100, -4.613100], [0.048200, 2.330500, -4.082200], [2.262500, 0.038300, -4.655600], [2.128800, -0.109700, -7.097100], [0.492200, -1.609800, -8.171900], [-1.011100, -2.987100, -6.765300], [-0.875200, -2.824500, -4.297600], [3.197300, -2.767000, -2.124600], [5.556700, -2.013900, -1.936400], [6.076700, 0.403900, -1.961400], [4.259800, 2.059100, -2.169300], [1.919400, 1.313600, -2.374500], [-2.814700, -1.538700, -2.480400], [-4.156500, -2.736600, -4.195800], [-4.318600, -1.811000, -6.486400], [-3.185500, 0.311800, -7.030600], [-1.929500, 1.526200, -5.307900], [-2.021100, 3.709700, -1.798800], [-0.961700, 5.769100, -2.686800], [0.712300, 5.614400, -4.497800], [1.317700, 3.400300, -5.424100], [0.331900, 1.357300, -4.458600], [-0.974700, -0.244300, 1.024900], [-0.869600, -1.442000, 1.584200], [-1.934500, -1.931100, 2.265400], [-1.875600, -3.137600, 2.903300], [-0.695300, -3.890700, 2.845800], [0.384500, -3.374800, 2.153800], [0.318100, -2.135600, 1.525200], [1.631400, -1.436500, 0.706800], [-2.809100, -1.296600, 2.247600], [-2.740700, -3.493800, 3.442100], [-0.631700, -4.848200, 3.341000], [1.315300, -3.910600, 2.071400], [2.641100, 1.655800, 0.527400], [2.448800, 1.468300, 2.229900], [0.863400, 1.236700, 2.809700], [3.565400, 1.531300, 3.064500], [4.849700, 1.738600, 2.557500], [5.928200, 1.929200, 2.190400], [3.513100, 1.375300, 4.447900], [3.546800, 1.261400, 5.597500], [-2.410300, 1.604700, 2.605900], [-2.115900, 2.913200, 2.503500], [-2.570300, 3.756400, 3.472900], [-1.457800, 3.453500, 1.514600], [-0.769500, 2.834100, 0.639600], [-0.089900, 2.479600, -0.247200], [-2.567500, 1.215600, 3.520900], [-1.948900, 0.981100, 1.930800], [-3.309300, 3.454600, 4.081600], [-2.481300, 4.738600, 3.282900]],
  "atomic_forces_ev_per_a": [[2.17, 0.04, -0.19], [-0.90, 0.36, 0.53], [0.65, -0.63, -0.49], [0.26, 0.45, -2.13], [-0.19, 0.90, 0.40], [-0.06, -1.00, 0.07], [-0.17, 0.03, 0.09], [-0.03, -0.09, 0.17], [0.11, 0.05, -0.32], [0.01, 0.03, -0.11], [-0.04, -0.08, -0.12], [0.00, -0.06, -0.05], [-0.31, -0.06, -0.06], [-0.06, 0.02, -0.01], [0.11, -0.03, -0.01], [0.14, 0.18, -0.11], [0.14, 0.04, -0.11], [-0.05, -0.10, -0.21], [-0.04, 0.03, 0.22], [-0.02, -0.12, 0.06], [-0.09, -0.09, 0.04], [-0.05, -0.06, -0.14], [-0.17, 0.02, -0.23], [0.12, 0.02, 0.13], [-0.01, -0.15, 0.24], [-0.14, -0.12, -0.17], [-0.05, 0.20, -0.02], [0.05, 0.12, -0.05], [0.16, 0.18, -0.17], [-0.17, -0.13, 0.20], [-0.02, 0.05, -0.01], [0.04, 0.05, -0.05], [-0.01, -0.01, -0.05], [-0.10, -0.01, -0.03], [0.01, 0.01, -0.06], [-0.05, -0.03, 0.02], [0.04, -0.02, 0.03], [0.04, -0.01, 0.06], [0.03, 0.00, 0.01], [0.12, -0.18, 0.07], [-0.05, -0.06, -0.04], [0.00, -0.11, 0.00], [-0.02, -0.02, -0.04], [0.01, 0.00, -0.07], [-0.03, 0.02, -0.02], [0.05, -0.03, -0.01], [0.01, 0.03, 0.01], [0.00, 0.03, -0.02], [0.11, 0.00, -0.03], [0.05, 0.03, -0.02], [-2.03, -1.43, 1.56], [-0.09, -1.16, 0.71], [0.23, 0.24, -0.30], [-0.12, -0.12, 0.12], [0.53, 0.52, -0.44], [-0.83, -0.95, 0.73], [0.30, 1.27, -0.70], [0.02, -0.65, 0.58], [0.01, -0.01, -0.07], [-0.07, 0.02, -0.02], [0.03, -0.07, 0.01], [0.09, -0.03, 0.01], [0.70, -0.03, 0.38], [-0.04, 0.42, -0.12], [-0.02, 0.01, 0.33], [-0.52, -0.12, -0.52], [0.90, 0.20, -0.45], [0.16, 0.00, -0.04], [-0.21, -0.08, 1.04], [-0.06, -0.02, 0.14], [0.13, 0.25, -0.07], [-0.10, -0.29, -0.08], [0.01, -0.21, -0.06], [-0.76, 0.95, 0.92], [0.97, -0.33, -1.15], [-0.90, 1.91, 0.22], [0.06, 0.09, 0.03], [-0.07, -0.08, 0.10], [0.00, 0.02, -0.08], [0.06, -0.04, 0.00]]
}



ΔE to the lowest compared entry with this formula, charge and spin per entry: 30.8; 103.2; 21.1 kJ/mol
Calculated total energy per entry: -2860.9492; -3572.7273; -5370.4622 Eh